No. 1
Density functional theory data (ωB97M-V with the def2-TZVPD basis set) for a cluster of 2 separate species, C35H36N3O in total at a distorted geometry.

XYZ file:
```
75
Properties=species:S:1:pos:R:3:forces:R:3
C -8.233402 -0.900948 -2.584998 -0.194 -0.010 -0.022
C -6.738832 -0.897785 -2.415973 0.376 -0.012 -0.108
C -6.049499 0.319129 -2.315354 0.232 -0.185 0.265
C -4.679878 0.351450 -2.058491 0.000 -0.508 -0.044
C -3.959111 -0.852927 -1.959417 -1.160 0.155 -0.268
N -2.582430 -0.828128 -1.691475 0.466 0.230 -0.393
C -4.627929 -2.077737 -2.127082 0.098 0.472 0.150
C -6.005245 -2.091575 -2.348542 0.019 0.349 0.096
H -8.615738 -1.926504 -2.619757 0.008 0.227 -0.042
H -8.713894 -0.387821 -1.740557 0.090 -0.142 -0.195
H -8.543840 -0.376876 -3.500505 0.110 -0.178 0.214
H -6.602056 1.254492 -2.419814 0.155 -0.231 0.090
H -4.143798 1.296494 -1.944265 -0.229 -0.193 -0.087
H -2.054429 -1.491437 -2.249742 -0.199 0.280 -0.101
H -2.168423 0.098471 -1.727483 -0.251 -0.161 -0.321
H -4.062165 -3.009480 -2.058651 -0.193 0.187 -0.096
H -6.527198 -3.043131 -2.457952 0.162 0.229 0.037
C 5.279667 0.667708 0.845401 0.039 -0.117 0.311
N 4.135830 0.755147 -0.034370 0.084 0.336 -0.959
C 4.245047 1.162518 -1.340164 1.143 0.099 0.406
O 5.285142 1.493347 -1.901852 -1.529 -0.425 0.493
C 2.850868 1.105033 -1.955412 0.072 1.010 0.038
C 2.777096 0.079741 -3.082329 0.297 -0.079 -0.105
C 3.238647 -1.277610 -2.608955 -0.074 -0.318 -0.398
C 4.599342 -1.600807 -2.646856 0.003 -0.016 0.131
C 5.045496 -2.829292 -2.162984 -0.186 0.018 0.091
C 4.128764 -3.750562 -1.644382 -0.072 0.153 -0.072
C 2.762622 -3.451487 -1.652684 0.049 0.054 -0.024
C 2.319074 -2.226665 -2.156793 0.316 -0.006 0.239
N 2.009222 0.772650 -0.802902 -1.825 -0.603 -0.043
C 0.717315 0.404860 -0.927690 2.154 -0.039 0.199
C 0.000490 -0.147986 0.124854 -0.509 -0.119 0.121
C -1.022276 -1.107269 0.014373 0.797 0.037 0.689
C -1.891699 -1.374477 1.136751 -0.502 -0.177 0.951
C -2.850577 -2.410112 1.063679 0.411 -0.132 0.216
C -3.414781 -2.937385 2.223937 0.006 0.320 0.089
C -3.067526 -2.401759 3.475150 0.217 -0.083 -0.394
C -2.237512 -1.273571 3.546520 -0.231 0.163 -0.301
C -1.733264 -0.698111 2.379748 0.085 -0.597 -0.110
C 2.784831 0.481682 0.424688 0.625 -0.254 -0.129
C 2.410483 1.301736 1.627265 -0.130 0.794 -0.036
C 2.332828 2.646895 1.575186 0.197 -1.102 -0.054
C 1.948908 3.493041 2.692146 -0.296 0.866 0.966
C 2.021098 4.899658 2.551140 -0.077 -0.726 0.048
C 1.633817 5.741285 3.588952 -0.097 -0.193 0.327
C 1.171887 5.197664 4.798746 0.177 -0.135 -0.449
C 1.105118 3.805985 4.957518 0.121 -0.010 -0.251
C 1.489553 2.954824 3.918712 0.080 0.551 -0.321
H 6.167531 0.988740 0.292048 -0.270 -0.074 0.100
H 5.126385 1.315108 1.717662 0.123 -0.109 -0.169
H 5.415221 -0.367046 1.191682 0.011 0.226 -0.097
H 2.598000 2.116688 -2.313491 0.075 -0.316 -0.013
H 1.752178 0.042383 -3.467984 0.208 -0.010 -0.094
H 3.446725 0.444617 -3.874239 -0.299 -0.059 0.123
H 5.308017 -0.869662 -3.045496 -0.196 -0.275 0.156
H 6.112308 -3.056736 -2.183637 -0.330 0.000 0.002
H 4.479695 -4.704520 -1.248488 -0.129 0.266 -0.131
H 2.034197 -4.168048 -1.268790 0.266 0.133 -0.137
H 1.252340 -1.991217 -2.191387 0.239 -0.145 0.025
H 0.265324 0.594922 -1.904019 0.294 -0.363 0.093
H 0.331517 0.143184 1.126537 -0.352 0.021 -0.394
H -0.894992 -1.922016 -0.711424 -0.309 0.697 0.253
H -3.139308 -2.790384 0.080761 0.257 -0.078 0.385
H -4.110968 -3.775336 2.151998 0.193 0.316 0.064
H -3.440880 -2.864090 4.390412 0.069 0.179 -0.289
H -1.979093 -0.839879 4.514620 -0.244 -0.058 -0.314
H -1.184002 0.246089 2.434566 0.011 -0.495 0.053
H 2.691387 -0.588996 0.693553 -0.142 0.231 -0.342
H 2.270748 0.736531 2.553747 -0.079 0.297 -0.325
H 2.596332 3.165665 0.644551 -0.191 -0.220 0.208
H 2.388508 5.301532 1.603816 -0.135 -0.001 0.307
H 1.691872 6.822270 3.457853 -0.022 -0.304 0.076
H 0.868667 5.857860 5.611709 0.079 -0.202 -0.228
H 0.750723 3.379965 5.896927 0.098 0.146 -0.252
H 1.433906 1.869990 4.039166 -0.058 0.420 0.096
```
Positions in Å, forces in eV/Å.

Calculated values
maximum force	2.2	eV/Å
gap between HOMO and LUMO	6.16	eV
net charge	+1
energy relative to the best compared isomer or geometry (same formula, charge and spin)	81.20	kJ/mol

No. 2
Density functional theory data (ωB97M-V with the def2-TZVPD basis set) for a cluster of 3 separate species, C4H12N2O2 in total.

XYZ file:
```
20
Properties=species:S:1:pos:R:3:forces:R:3
C -1.116174 -1.936471 -0.590998 -0.049 -0.083 -0.108
N 0.088310 -1.159359 -0.441167 -0.144 -0.069 0.379
C 0.806955 -0.724675 -1.498044 0.266 0.147 0.258
C 2.029120 0.080757 -1.104356 -0.052 -0.032 -0.250
O 0.514094 -0.975608 -2.650745 -0.001 -0.008 -0.375
H -1.224268 -2.176817 -1.647897 -0.058 -0.020 0.093
H -1.049339 -2.860527 -0.014016 -0.061 0.003 -0.033
H -1.990430 -1.370873 -0.258774 -0.025 -0.042 -0.021
H 0.324790 -0.832714 0.485566 0.043 0.067 -0.095
H 2.840617 -0.607602 -0.874777 0.067 -0.022 0.044
H 2.336082 0.705214 -1.938951 -0.026 0.007 -0.013
H 1.831798 0.689595 -0.226386 0.050 0.051 0.121
C -0.510532 0.647859 2.908975 -0.249 0.019 0.089
O 0.397620 0.349509 2.189334 0.326 -0.194 0.043
H -0.458894 1.498009 3.601980 0.128 0.170 0.040
H -1.457475 0.087816 2.932021 -0.056 -0.109 -0.110
N -0.885083 2.026335 0.034888 -0.204 0.202 0.021
H -0.822628 1.337527 -0.704311 0.000 -0.076 -0.039
H -0.021881 2.558349 0.016147 -0.033 -0.013 0.003
H -1.632682 2.663673 -0.218488 0.076 0.003 -0.048
```
Positions in Å, forces in eV/Å.

Calculated values
structure (SMILES)	CNC(C)=O.C=O.N
maximum force	0.4	eV/Å
gap between HOMO and LUMO	9.99	eV
net charge	0
energy relative to the best compared isomer or geometry (same formula, charge and spin)	156.12	kJ/mol